{"formula": "C7H10ClN4", "method": "wB97M-V/def2-TZVPD", "elements": ["C", "C", "N", "C", "C", "N", "C", "C", "N", "C", "Cl", "N", "H", "H", "H", "H", "H", "H", "H", "H", "H", "H"], "coordinates": [[-2.3286, -1.2768, -1.9157], [-1.4712, -1.1540, -0.6688], [-0.5350, -0.0401, -0.8233], [0.2413, 0.3367, 0.2923], [-0.5678, 0.1746, 1.6840], [-1.1570, 0.0959, 2.6535], [0.8108, 1.7562, 0.2052], [1.8608, 1.9147, 1.2487], [2.6510, 0.9635, 1.5678], [2.5016, -0.2555, 1.0077], [3.7876, -1.3229, 1.1101], [1.3662, -0.6142, 0.4558], [-1.7076, -1.3886, -2.8019], [-2.9722, -2.1466, -1.8301], [-2.9584, -0.3954, -2.0363], [-2.1167, -1.0105, 0.2087], [-0.9002, -2.0760, -0.5214], [-0.9834, 0.7446, -1.2770], [0.0241, 2.5052, 0.3191], [1.2625, 1.8959, -0.7874], [1.9907, 2.8608, 1.7618], [1.2014, -1.5678, 0.1472]], "forces_ev_per_angstrom": [[0.197, 0.001, 0.072], [-0.224, -0.203, 0.014], [0.218, 0.231, 0.001], [-1.437, -0.117, 1.848], [1.739, 0.643, -2.926], [-0.684, -0.127, 1.187], [-0.299, -0.220, -0.203], [0.050, -0.057, -0.202], [0.551, 0.334, 0.604], [-1.009, -0.260, -0.416], [-0.135, 0.001, -0.117], [0.787, -0.138, 0.041], [0.004, -0.026, -0.066], [-0.093, -0.034, -0.024], [-0.045, 0.013, -0.014], [0.141, -0.046, -0.048], [-0.062, -0.012, 0.029], [0.111, 0.128, 0.080], [0.039, -0.174, 0.029], [-0.020, -0.027, 0.076], [0.002, 0.049, 0.043], [0.168, 0.042, -0.010]], "charge": 1, "homo_ev": -14.21, "e_tot_ev": -25895.8519, "de_lowest_kj_mol": 1.7, "homo_lumo_gap_ev": 8.4, "smiles": "CCN[C@]1(C#N)CC=NC(Cl)=[NH+]1"}



{"formula": "C7H10ClNO2", "method": "wB97M-V/def2-TZVPD", "elements": ["C", "C", "C", "C", "C", "C", "C", "N", "O", "O", "Cl", "H", "H", "H", "H", "H", "H", "H", "H", "H", "H"], "coordinates": [[-0.7364, 2.2014, -0.0094], [-1.7408, -0.0605, -0.4218], [-1.8131, 1.8742, 1.0094], [-0.1086, 0.0257, -0.1691], [1.0647, -2.0254, -0.9749], [2.2275, -0.4022, 0.4342], [0.8602, -1.0671, 0.1860], [0.1021, 1.2229, -0.1505], [-2.2444, 0.6657, -1.2650], [-1.9735, 0.5194, 1.0156], [-2.1373, -1.8942, -0.4544], [-0.9791, 2.8422, -0.8743], [-1.6056, 2.1545, 2.0772], [-2.5583, 2.6226, 0.6235], [0.3451, -2.8382, -0.9732], [2.0845, -2.3198, -1.0243], [0.7953, -1.3995, -1.8844], [2.2523, -0.0045, 1.5125], [2.4083, 0.4405, -0.2375], [3.0727, -1.0702, 0.2943], [0.6843, -1.4875, 1.2862]], "forces_ev_per_angstrom": [[-1.923, 3.025, 0.194], [-1.147, -0.744, 1.957], [0.289, 2.499, -0.609], [-0.760, -0.883, 0.604], [-2.056, 0.935, -1.042], [0.233, 1.632, 1.574], [1.146, -0.515, 1.742], [4.785, 0.094, -0.663], [0.297, -0.839, -0.862], [-1.440, -2.208, -0.330], [-0.234, 0.889, 0.340], [0.536, -0.017, 0.905], [0.274, -0.194, -0.908], [-0.751, -1.388, 0.641], [0.306, -0.263, -0.014], [0.606, -0.589, -0.168], [0.647, -0.967, 0.669], [0.161, -0.373, -1.640], [-0.085, -0.031, 0.090], [-0.208, -0.377, 0.212], [-0.676, 0.314, -2.694]], "s_squared": 2.02, "multiplicity": 3, "homo_ev": [-7.11, -10.54], "e_tot_ev": -25522.1942, "de_lowest_kj_mol": 50.2, "homo_lumo_gap_ev": [7.7, 7.1]}



{"formula": "C7H10ClNTc", "method": "wB97M-V/def2-TZVPD", "elements": ["C", "C", "C", "C", "C", "Tc", "N", "C", "C", "H", "H", "H", "H", "H", "H", "H", "H", "H", "H", "Cl"], "coordinates": [[-0.4885, 0.6094, -1.2806], [0.9184, 0.8234, -1.0275], [1.0577, 1.7835, 0.0030], [-0.2328, 2.1700, 0.4454], [-1.2092, 1.4776, -0.3515], [-0.6106, -0.5151, 0.5063], [-2.2717, -0.4128, 1.1622], [0.1912, -2.1944, -0.3197], [1.4241, -1.6238, 0.0910], [1.9979, 2.1640, 0.3865], [1.7325, 0.3735, -1.5868], [-0.4511, 2.9197, 1.1963], [-2.2584, 1.7371, -0.4230], [-0.9211, 0.0880, -2.1299], [2.1759, -1.3087, -0.6537], [-0.2460, -3.0210, 0.2635], [-3.1857, -0.6516, 1.5372], [1.9033, -1.9359, 1.0161], [-0.0894, -2.2122, -1.3737], [0.5635, -0.2705, 2.5389]], "forces_ev_per_angstrom": [[-0.418, 0.878, -0.091], [0.187, 1.169, 0.368], [-0.157, -0.498, -0.909], [-0.740, -0.520, -1.233], [1.252, 1.761, -1.018], [-2.912, 1.366, 3.486], [1.695, -1.066, -0.730], [0.477, -1.503, -0.065], [1.408, -1.464, -1.082], [-0.184, -0.226, 0.040], [-0.325, 0.194, 0.160], [-0.008, -0.311, 0.014], [0.213, -0.373, 0.247], [0.103, 0.262, 0.062], [-0.795, 0.018, 0.468], [0.294, 0.297, -0.180], [0.254, 0.191, -0.011], [-0.464, 0.190, -0.043], [0.272, -0.043, 0.052], [-0.152, -0.320, 0.466]], "s_squared": 3.78, "multiplicity": 4, "homo_ev": [-6.78, -8.41], "e_tot_ev": -23627.4550, "homo_lumo_gap_ev": [6.4, 6.9]}



{"formula": "C7H10ClOPS", "method": "wB97M-V/def2-TZVPD", "elements": ["C", "C", "C", "C", "S", "C", "Cl", "C", "P", "O", "C", "H", "H", "H", "H", "H", "H", "H", "H", "H", "H"], "coordinates": [[1.4788, 1.9621, 0.5595], [0.6104, 0.7810, 1.0028], [-0.8283, 1.0009, 0.6810], [-1.2437, 2.1473, 0.1163], [-2.9184, 2.1014, -0.4411], [-3.1913, 0.5364, 0.2453], [-4.5883, -0.3296, -0.0344], [-1.7299, 0.0089, 0.7269], [-1.5213, -1.7542, 1.2008], [-1.9932, -2.5481, -0.1614], [-1.2195, -2.3423, -1.3830], [1.6282, 2.1462, -0.5285], [2.5256, 1.8835, 0.9524], [1.0292, 2.8755, 1.0530], [0.6113, 0.8112, 2.0443], [0.9136, -0.1517, 0.6647], [-0.6154, 2.9726, -0.2709], [-2.8032, -1.9527, 1.7628], [-1.1922, -3.2724, -1.9219], [-0.2031, -1.9879, -1.1419], [-1.8295, -1.5463, -1.9929]], "forces_ev_per_angstrom": [[1.024, 0.882, 0.599], [-0.299, 2.499, -0.714], [1.816, 0.746, -1.036], [-1.489, 2.089, -1.935], [0.993, -0.854, 1.386], [6.192, -0.034, 0.325], [-0.568, -0.427, 0.151], [-7.638, -1.513, -0.484], [0.011, 0.403, -0.045], [0.649, -0.213, -1.207], [-1.790, 1.854, 0.424], [-0.612, -0.292, 0.631], [-0.900, -0.103, -0.120], [0.712, -0.764, -0.750], [0.542, -0.427, 2.006], [0.765, -1.713, -0.604], [-0.724, -0.597, 0.605], [0.102, 0.223, 0.287], [0.039, -0.328, -0.164], [-0.325, -0.058, -0.262], [1.502, -1.371, 0.904]], "homo_ev": -8.21, "e_tot_ev": -42112.8583, "de_lowest_kj_mol": 0.0, "homo_lumo_gap_ev": 8.2, "smiles": "CCc1csc(Cl)c1POC"}



{"formula": "C7H10CrN2O3", "method": "wB97M-V/def2-TZVPD", "elements": ["C", "C", "C", "C", "C", "Cr", "N", "C", "C", "H", "H", "H", "H", "H", "H", "H", "H", "H", "H", "O", "N", "O", "O"], "coordinates": [[0.7051, 2.0655, -0.9193], [-0.7351, 2.0128, -0.9984], [-1.0971, 0.9040, -1.8509], [0.0978, 0.2429, -2.2562], [1.2156, 0.9329, -1.6735], [0.0298, 0.3147, 0.1391], [1.3489, 0.1722, 1.1287], [-0.4066, 0.1425, 2.2714], [-1.5180, 0.7437, 1.5448], [-2.0882, 0.7131, -2.2533], [-1.4242, 2.7545, -0.6128], [0.1562, -0.5416, -3.0042], [2.2565, 0.7169, -1.8838], [1.2908, 2.8059, -0.3716], [-1.6740, 1.8288, 1.5876], [0.1145, 0.7868, 2.9886], [2.1267, -0.4082, 1.4677], [-2.4035, 0.1423, 1.2961], [-0.5338, -0.8902, 2.6336], [1.0497, -4.0458, -0.7626], [0.5464, -3.3231, 0.1537], [0.5421, -3.8498, 1.3151], [0.0231, -2.2108, -0.0775]], "forces_ev_per_angstrom": [[-0.862, -0.004, -1.114], [1.005, 0.313, -1.460], [0.925, 0.344, 0.020], [0.110, 1.239, -0.296], [-1.169, 0.506, -0.308], [-2.338, -0.852, -1.897], [2.502, -0.104, 3.346], [-1.332, 0.604, 1.259], [1.208, -0.799, 0.588], [0.173, -0.178, 0.417], [0.145, -0.221, 0.097], [0.018, -0.079, 0.498], [-0.180, -0.077, 0.312], [-0.229, -0.440, -0.161], [0.146, -0.531, 0.099], [-0.131, -0.328, -0.454], [-0.635, -0.176, -0.382], [0.550, 0.140, 0.107], [0.350, 0.402, -0.617], [-0.590, 1.710, 0.312], [0.539, -2.850, 0.551], [-0.300, 1.604, -0.843], [0.095, -0.224, -0.074]], "s_squared": 3.83, "charge": -1, "multiplicity": 4, "homo_ev": [-3.17, -4.72], "e_tot_ev": -44959.4413, "homo_lumo_gap_ev": [6.3, 7.8]}



{"formula": "C7H10FN6O", "method": "wB97M-V/def2-TZVPD", "elements": ["C", "C", "C", "C", "C", "C", "C", "N", "N", "N", "N", "N", "N", "O", "F", "H", "H", "H", "H", "H", "H", "H", "H", "H", "H"], "coordinates": [[-1.8732, 2.0832, 2.1846], [-1.2887, -0.1859, 1.8627], [-2.5381, 0.2603, 3.6567], [-0.8833, 1.2707, 0.2210], [0.2870, -1.9430, 1.0264], [-0.4203, -0.6974, 1.0101], [-0.4228, -3.0707, 1.8688], [-2.0822, -0.6192, 2.9107], [-1.5308, 1.1134, 1.3408], [-2.3735, 1.6188, 3.3786], [-0.1397, 0.2160, -0.0244], [-0.0803, 0.6450, -3.2097], [0.7736, 0.0407, -0.8986], [1.2802, -2.0669, 0.3663], [-3.4004, -0.0656, 4.5894], [-0.7679, 2.2611, -0.1708], [-0.9648, -2.7095, 2.7833], [0.3923, -3.7841, 2.0840], [-1.1425, -3.6143, 1.2188], [-2.6141, 2.2615, 4.1354], [0.6285, 0.9840, -3.9005], [-0.7816, 1.4572, -3.0760], [-0.6249, -0.0958, -3.5801], [1.3377, -0.8335, -0.6207], [0.4274, 0.1869, -1.9013]], "forces_ev_per_angstrom": [[-1.435, 2.118, 1.783], [-2.453, 1.336, 0.586], [-1.250, 1.677, -0.376], [1.960, 1.537, -2.644], [-2.229, -1.910, 1.675], [1.412, -1.369, -1.010], [1.156, 0.152, -0.519], [2.090, -1.620, -1.393], [-1.513, -2.325, 3.577], [0.334, -0.557, -0.049], [-2.691, 0.774, 3.551], [-0.921, 3.180, -0.800], [3.335, -1.548, -1.576], [1.220, -1.361, 0.011], [0.494, 0.505, 0.111], [0.100, 0.020, -0.552], [0.753, -0.293, -0.989], [-0.546, 0.202, 0.281], [0.346, 0.527, 0.245], [0.106, 0.092, -0.665], [-0.945, -0.598, 0.718], [1.577, -1.627, -0.406], [-0.398, -0.791, -0.884], [-0.974, 1.485, -0.749], [0.473, 0.393, 0.073]], "charge": 1, "homo_ev": -12.84, "e_tot_ev": -21116.8813, "de_lowest_kj_mol": 148.9, "homo_lumo_gap_ev": 9.0}



{"formula": "C7H10FNS", "method": "wB97M-V/def2-TZVPD", "elements": ["C", "C", "C", "C", "C", "F", "S", "C", "C", "H", "H", "H", "H", "H", "H", "H", "N", "H", "H", "H"], "coordinates": [[2.2541, -0.0266, 0.4809], [1.6861, 1.1596, 0.5026], [0.3521, 1.3333, -0.0859], [-0.7673, 1.2985, 0.8694], [-1.8591, 0.6155, 0.5193], [-3.0747, 0.5096, 1.0859], [-1.5598, -0.3677, -0.8880], [0.0291, 0.4718, -1.2453], [-0.0096, 1.9190, -1.3877], [3.1375, -0.1781, 1.0222], [1.8708, -0.8601, 0.0150], [2.1303, 2.0001, 1.0573], [-0.8155, 1.9471, 1.6884], [0.8101, -0.1753, -1.5986], [0.7588, 2.2827, -1.9945], [-0.8231, 2.5530, -1.3863], [-0.9158, -3.6015, 0.6508], [-1.9060, -3.4505, 0.4222], [-0.5298, -2.8633, -0.0228], [-0.7683, -4.5671, 0.2951]], "forces_ev_per_angstrom": [[0.726, 1.538, 0.923], [0.249, 0.756, 0.347], [0.028, -0.460, 1.158], [-1.719, 0.365, 0.195], [1.114, -0.428, -0.311], [0.963, 0.299, -0.091], [-0.097, -0.662, -1.315], [-2.633, -1.753, 0.536], [1.837, 0.353, -0.474], [1.317, -0.218, 0.580], [-1.008, -1.622, -1.009], [-0.136, -0.428, -0.250], [0.191, 0.868, 1.276], [-0.059, 0.164, -0.614], [1.308, 0.653, -0.740], [-2.079, 0.601, -0.245], [-0.369, 0.806, -1.695], [0.081, -0.150, 0.568], [-0.081, -1.768, 1.114], [0.368, 1.085, 0.047]], "homo_ev": -8.36, "e_tot_ev": -22461.0232, "de_lowest_kj_mol": 3.5, "homo_lumo_gap_ev": 9.1, "smiles": "C=C[C@]12C=C(F)S[C@H]1C2.N"}



{"formula": "C7H10INO2", "method": "wB97M-V/def2-TZVPD", "elements": ["C", "C", "C", "C", "C", "C", "C", "N", "O", "O", "I", "H", "H", "H", "H", "H", "H", "H", "H", "H", "H"], "coordinates": [[-0.1204, -1.4970, 1.3482], [-0.6312, -0.4036, 2.1434], [0.1812, -1.4264, 0.0365], [-0.0582, 0.8009, 2.0500], [-0.9401, 0.5251, -0.4337], [0.9231, -2.1320, -2.1259], [0.2080, 2.6086, -0.7297], [0.0839, -0.1799, -0.5598], [0.5399, -2.4308, -0.7428], [-0.9300, 1.8501, -0.5968], [-2.9929, 0.0940, -0.1465], [-0.0948, -2.4339, 1.8873], [-1.4368, -0.4667, 2.8674], [-0.4304, 1.6735, 2.7406], [0.9253, 0.8197, 1.6317], [1.9096, -1.6983, -2.0359], [0.2815, -1.3712, -2.5423], [0.8559, -3.0097, -2.6497], [1.1463, 2.2046, -1.1805], [0.5991, 2.8742, 0.2381], [-0.0189, 3.5988, -1.1995]], "forces_ev_per_angstrom": [[-0.368, -1.754, 0.402], [0.686, 1.720, 0.254], [-0.890, 1.051, 0.602], [-0.744, 1.225, 3.232], [0.363, 1.184, -0.921], [-0.016, 2.326, 2.684], [2.838, 1.931, -0.146], [-0.134, 0.293, -0.362], [0.207, -1.014, -0.853], [-1.459, -0.656, -0.530], [0.009, -0.507, -0.016], [0.182, -0.387, -0.402], [-0.275, -0.671, -0.376], [0.849, -1.661, -1.606], [0.248, 0.691, -0.614], [0.445, -0.191, -0.543], [-0.339, 0.046, -0.167], [0.085, -2.128, -1.129], [-1.280, -0.463, -0.395], [-0.181, 0.104, 0.822], [-0.223, -1.142, 0.065]], "homo_ev": -7.62, "e_tot_ev": -21103.2789, "de_lowest_kj_mol": 230.2, "homo_lumo_gap_ev": 8.0}



{"formula": "C7H10InO5P2", "method": "wB97M-V/def2-TZVPD", "elements": ["C", "P", "O", "O", "P", "O", "O", "O", "C", "C", "C", "C", "C", "C", "H", "H", "H", "H", "H", "H", "H", "H", "H", "H", "In"], "coordinates": [[1.5214, 1.4265, -0.3975], [1.3325, -0.2353, -0.9365], [2.3918, -0.4489, -2.0185], [1.5287, -1.2812, 0.2767], [0.6477, -2.4913, -0.3468], [0.7410, -2.2791, -1.8056], [1.0281, -3.8561, 0.2119], [-0.8172, -2.0891, 0.0669], [-1.0112, -0.7366, 0.1780], [-1.0333, -0.1263, 1.4273], [-1.2663, 1.2221, 1.4939], [-1.4730, 1.9733, 0.3244], [-1.4670, 1.3750, -0.8965], [-1.2251, -0.0023, -1.0036], [2.5562, 1.6888, -0.6296], [1.3605, 1.5170, 0.6684], [0.8742, 2.1066, -0.9426], [2.1661, -1.1036, -2.7178], [1.2963, -3.8487, 1.1494], [-0.8774, -0.7261, 2.3083], [-1.3244, 1.7242, 2.4745], [-1.6498, 3.0330, 0.4078], [-1.6613, 1.9302, -1.7987], [-1.2253, -0.5043, -1.9587], [-2.4132, 1.7322, 4.4650]], "forces_ev_per_angstrom": [[0.511, 0.412, 0.118], [0.673, -0.102, 0.380], [-0.642, 0.601, -0.910], [0.017, 0.509, -0.231], [-0.441, -2.031, -0.509], [0.138, 0.764, -0.279], [0.087, 0.645, 0.330], [-0.243, 0.247, 1.393], [-0.607, -0.270, -0.274], [-0.046, -0.252, 0.349], [-0.111, 0.093, -0.051], [-0.318, 0.511, 0.338], [-0.306, 0.120, -0.406], [1.245, -0.207, -0.363], [0.213, -0.089, -0.022], [-0.067, -0.058, 0.172], [0.101, -0.040, -0.138], [0.528, -0.141, 0.093], [0.056, -0.650, 0.099], [0.022, -0.182, 0.152], [0.515, -0.253, -1.124], [-0.088, 0.209, -0.059], [-0.045, 0.222, -0.150], [-0.499, -0.243, -0.196], [-0.693, 0.187, 1.288]], "charge": 3, "homo_ev": -21.20, "e_tot_ev": -41381.3055, "homo_lumo_gap_ev": 7.4}



{"formula": "C7H10N2", "method": "wB97M-V/def2-TZVPD", "elements": ["C", "C", "C", "N", "N", "C", "C", "C", "C", "H", "H", "H", "H", "H", "H", "H", "H", "H", "H"], "coordinates": [[-1.8063, 0.2959, 2.5558], [-1.5242, 1.4076, 1.5789], [-1.8094, 2.6083, 1.2784], [-1.1601, 1.2465, 0.2637], [0.2068, 1.2240, -0.0505], [0.7269, 0.3854, -0.8544], [1.9615, 0.1258, -1.6471], [0.8554, -0.8796, -1.7264], [1.0614, -2.2200, -1.1618], [-2.8975, 0.1868, 2.6279], [-1.4718, 0.6750, 3.5631], [-1.2298, -0.6034, 2.0649], [-1.8849, 3.6241, 0.9987], [2.8849, -0.0688, -1.2358], [2.2948, 0.7017, -2.4319], [0.2340, -0.8201, -2.6246], [1.9765, -2.6529, -1.8021], [0.2151, -2.9191, -1.3410], [1.3667, -2.3172, -0.0558]], "forces_ev_per_angstrom": [[1.547, 0.373, -0.284], [-1.240, -1.714, 1.812], [1.657, -0.139, -1.218], [-0.411, -0.334, -1.923], [0.933, 0.718, -0.242], [-0.007, -0.445, -0.119], [-1.368, 0.401, 1.335], [-1.670, 2.004, 0.370], [2.162, -2.853, -0.060], [0.401, -0.431, -0.260], [0.020, -1.061, -0.846], [-1.321, 1.389, 1.665], [-0.242, 0.341, -0.021], [1.667, -1.314, 1.936], [-0.545, 1.642, -2.284], [0.295, -0.216, 0.107], [-1.857, 0.502, 1.515], [0.450, 0.589, 0.211], [-0.470, 0.549, -1.692]], "homo_ev": -7.74, "e_tot_ev": -10393.5634, "de_lowest_kj_mol": 776.5, "homo_lumo_gap_ev": 8.7, "smiles": "CC1=CN1/N=C1/C[C@H]1C"}